No. 1
Formula: CH3N2O4
Source: the OMol25 dataset
Level of theory: the ωB97M-V functional and the def2-TZVPD basis

```
10
Properties=species:S:1:pos:R:3:forces:R:3:nbo_charge:R:1
C -0.785223 0.115600 -0.154944 0.48 5.40 -0.06 0.54
N 0.289541 -0.624945 -0.832759 -3.21 -0.20 0.19 -0.38
N 1.458297 -0.406075 -0.461852 0.69 1.18 -0.18 0.57
O 1.785926 0.309021 0.619796 -1.04 -0.62 -0.19 -0.58
O 2.368915 -0.762311 -1.182810 1.77 -0.71 -0.31 -0.49
O -2.054470 -0.389146 -0.219528 -0.47 -1.29 -0.89 -0.74
O -0.591022 0.473740 1.143964 2.33 -1.22 0.41 -0.85
H -0.852727 1.390246 -0.685752 0.30 -3.35 0.10 -0.01
H -2.239778 -0.483504 0.726834 -0.12 -0.08 -0.14 0.48
H 0.620542 0.377373 1.047050 -0.74 0.88 1.07 0.47
```
Forces are in eV/Å.

Computed properties:
LUMO energy ... 4.149 eV
HOMO-LUMO gap ... 8.656 eV
Relative energy (zero: lowest compared OMol25 entry of this formula, charge and spin) ... 2.135 eV
E ... -450.27864 a.u.
Total charge ... -1

No. 2
Formula: CH3N2O4S
Source: the OMol25 dataset
Level of theory: the ωB97M-V functional and the def2-TZVPD basis

```
11
Properties=species:S:1:pos:R:3:forces:R:3:nbo_charge:R:1
N 0.737547 -1.915447 -0.415578 1.45 0.02 -0.93 -0.69
N -0.240197 -0.925074 -0.671202 -2.35 0.90 0.30 -0.69
S 0.365159 0.717362 -0.097398 1.09 -2.11 0.11 1.78
O 1.255285 0.219748 1.003831 -0.51 1.19 -0.54 -1.01
O 1.077354 1.358997 -1.201006 -0.42 -0.14 0.28 -0.97
C -1.421962 1.596447 0.687769 -0.24 0.00 0.55 0.80
O -2.090338 0.671832 1.039956 -0.29 -0.63 -0.06 -0.66
O -1.323700 2.777121 0.670572 0.25 0.79 -0.32 -0.62
H 1.378137 -2.064234 -1.261038 -1.56 0.62 1.14 0.32
H 1.296495 -1.334269 0.211760 1.08 -1.04 0.88 0.37
H -1.033779 -1.102483 0.032334 1.50 0.40 -1.40 0.37
```
Forces are in eV/Å.

Computed properties:
LUMO energy ... 3.920 eV
HOMO-LUMO gap ... 8.903 eV
Relative energy (zero: lowest compared OMol25 entry of this formula, charge and spin) ... 1.172 eV
E ... -848.60296 a.u.
Total charge ... -1
SMILES ... NNS(=O)(=O)C(=O)[O-]

No. 3
Formula: CH3N2OP
Source: the OMol25 dataset
Level of theory: the ωB97M-V functional and the def2-TZVPD basis

```
8
Properties=species:S:1:pos:R:3:forces:R:3:nbo_charge:R:1
C -1.389229 0.747379 -0.277776 0.61 -0.81 -0.13 -0.17
N -2.112150 1.543152 0.105024 -0.81 1.14 0.27 -0.23
N 1.932900 0.714271 0.263494 -2.22 -2.27 0.93 -0.85
O -0.735092 -1.496736 0.639055 -0.43 -1.05 -0.33 -0.95
P -0.454098 -0.683898 -0.732675 2.12 0.84 1.10 1.03
H 2.264408 0.151387 -0.499441 0.38 0.59 -1.05 0.33
H 1.336365 1.483893 0.032038 0.10 0.77 -1.01 0.33
H -0.843108 -2.459445 0.470284 0.25 0.78 0.21 0.51
```
Forces are in eV/Å.

Computed properties:
LUMO energy (spin up / spin down) ... -2.230 / -2.230 eV
HOMO-LUMO gap (spin up / spin down) ... 6.626 / 6.625 eV
Relative energy (zero: lowest compared OMol25 entry of this formula, charge and spin) ... 3.993 eV
E ... -565.87549 a.u.

No. 4
Formula: CH3N2OPS
Source: the OMol25 dataset
Level of theory: the ωB97M-V functional and the def2-TZVPD basis

```
9
Properties=species:S:1:pos:R:3:forces:R:3:nbo_charge:R:1
C 0.557932 1.393102 -2.535599 -0.14 -0.94 3.25 -0.07
N 0.618174 1.493717 -3.673575 0.09 0.25 -1.93 -0.57
N -1.129753 0.213381 1.224864 1.15 0.21 -1.04 -1.09
O 0.062556 -1.684237 0.192121 -0.10 1.55 -0.34 -0.95
P 0.410050 -0.184900 0.691413 -0.44 -1.77 2.20 1.59
S 1.778514 -0.144163 2.106575 -0.79 0.68 -1.90 -0.30
H -1.233638 1.168334 1.544931 -0.02 0.04 0.04 0.43
H -1.871765 -0.067803 0.595018 -0.10 0.05 -0.11 0.43
H 0.807931 -2.187432 -0.145747 0.35 -0.08 -0.18 0.53
```
Forces are in eV/Å.

Computed properties:
LUMO energy (spin up / spin down) ... -4.074 / -4.076 eV
HOMO-LUMO gap (spin up / spin down) ... 5.216 / 5.209 eV
Relative energy (zero: lowest compared OMol25 entry of this formula, charge and spin) ... 4.241 eV
E ... -964.08735 a.u.